# 1
Here is C39H53Cl2F3GaN3O3PS as an isolated structure from OMol25. Energies are from the ωB97M-V functional and the def2-TZVPD basis.

Structure (XYZ):
```
106
Properties=species:S:1:pos:R:3:forces:R:3
Ga -1.121 0.479 -0.425 -0.323 0.366 -0.138
O -0.212 2.394 -1.298 0.121 -0.029 -0.054
C -1.026 3.553 -1.378 0.016 -0.006 -0.077
C -2.405 3.047 -1.698 0.061 0.125 -0.036
C -3.430 3.899 -2.078 0.030 -0.055 -0.050
C -4.633 3.345 -2.474 -0.012 -0.007 0.001
C -4.762 1.963 -2.497 0.029 -0.012 -0.010
C -3.704 1.193 -2.064 -0.010 -0.054 -0.019
N -2.549 1.728 -1.648 -0.035 -0.073 0.161
H 0.714 2.613 -1.125 -0.034 0.019 0.064
H -0.677 4.196 -2.191 -0.043 0.009 0.061
H -1.010 4.120 -0.441 -0.018 -0.042 -0.006
H -3.273 4.969 -2.082 0.010 0.026 -0.003
H -5.453 3.980 -2.781 -0.004 0.004 -0.005
H -5.670 1.486 -2.835 -0.009 -0.002 0.001
H -3.760 0.114 -2.036 -0.016 -0.016 0.025
C 4.802 3.568 0.819 0.033 0.015 0.013
C 4.117 3.821 -0.532 -0.012 -0.017 -0.036
C 2.882 2.925 -0.708 -0.014 0.019 -0.037
C 3.134 1.548 -0.086 0.083 -0.008 0.003
C 3.215 1.712 1.446 -0.012 -0.049 -0.002
C 3.788 3.081 1.847 -0.019 -0.003 0.027
P 1.922 0.242 -0.610 -0.103 0.018 0.021
C 2.382 -0.170 -2.359 0.074 -0.075 0.031
C 3.894 -0.254 -2.701 0.004 -0.020 -0.008
C 4.336 0.854 -3.651 0.061 -0.008 0.004
C 3.577 0.799 -4.982 0.013 0.011 -0.019
C 2.126 0.332 -4.790 -0.028 0.013 -0.015
C 1.629 0.686 -3.392 -0.037 0.009 -0.016
C 2.428 -1.274 0.321 -0.002 -0.019 -0.020
C 1.844 -1.339 1.738 -0.024 0.022 -0.006
C 1.817 -2.797 2.214 -0.003 -0.001 0.004
C 3.039 -3.578 1.703 0.008 -0.016 -0.004
C 4.221 -2.639 1.490 0.018 -0.009 0.008
C 3.924 -1.643 0.356 -0.010 -0.016 0.009
H 5.299 4.476 1.162 0.008 -0.004 0.008
H 5.586 2.814 0.708 0.007 -0.014 0.001
H 4.816 3.629 -1.349 0.010 0.009 0.001
H 3.819 4.868 -0.615 -0.014 0.002 -0.004
H 2.632 2.861 -1.770 0.017 0.010 0.017
H 2.036 3.394 -0.185 -0.012 0.020 0.029
H 4.114 1.215 -0.442 0.005 0.019 -0.030
H 3.847 0.922 1.852 0.012 -0.026 0.018
H 2.223 1.586 1.888 0.008 -0.008 -0.003
H 4.243 3.012 2.836 0.002 0.003 0.014
H 2.982 3.816 1.932 -0.011 0.020 -0.006
H 1.964 -1.179 -2.460 0.007 0.039 0.024
H 4.098 -1.222 -3.167 -0.017 0.002 -0.034
H 4.512 -0.229 -1.806 0.003 -0.012 0.008
H 5.409 0.772 -3.830 0.001 0.029 0.007
H 4.187 1.826 -3.169 -0.033 0.006 0.006
H 4.093 0.131 -5.673 -0.007 -0.013 -0.004
H 3.588 1.788 -5.446 0.012 0.005 -0.001
H 2.053 -0.752 -4.916 0.004 -0.013 -0.001
H 1.479 0.773 -5.550 0.004 -0.006 -0.002
H 0.557 0.513 -3.300 0.020 -0.003 -0.002
H 1.792 1.755 -3.225 -0.018 0.006 0.000
H 1.907 -2.050 -0.250 0.016 0.013 0.012
H 0.839 -0.918 1.761 -0.011 -0.005 -0.008
H 2.455 -0.739 2.413 0.050 0.035 0.029
H 0.898 -3.272 1.863 -0.015 -0.011 -0.001
H 1.793 -2.823 3.308 0.010 -0.013 -0.002
H 2.800 -4.065 0.753 -0.002 -0.007 -0.011
H 3.297 -4.377 2.399 0.003 -0.006 0.000
H 5.128 -3.197 1.256 0.006 -0.002 0.007
H 4.424 -2.100 2.421 0.000 0.003 0.009
H 4.204 -2.094 -0.598 -0.003 -0.004 -0.011
H 4.551 -0.758 0.479 0.013 0.023 0.000
Cl -1.969 -3.158 -3.366 -0.025 -0.010 -0.044
C -0.861 -3.149 -2.003 -0.032 -0.178 0.025
Cl 0.779 -3.652 -2.475 -0.021 0.006 -0.016
C -0.777 -1.792 -1.332 0.027 0.087 0.032
O -0.493 -1.741 -0.131 0.111 -0.230 0.169
O -1.022 -0.731 -1.992 0.024 0.188 0.000
H -1.213 -3.870 -1.270 0.045 0.033 -0.055
S -0.622 1.842 1.485 0.016 0.048 -0.018
C -0.849 0.860 2.892 0.029 -0.190 0.026
N -1.491 -0.291 2.874 -0.031 0.155 0.133
C -1.642 -1.153 4.043 0.058 0.037 0.013
C -0.458 -0.936 4.969 -0.007 -0.008 0.021
C -0.348 0.547 5.282 -0.029 -0.030 0.018
N -0.291 1.288 4.024 0.045 0.109 -0.048
H -2.011 -0.524 2.027 0.033 -0.038 -0.001
H -1.698 -2.180 3.686 0.035 0.003 0.021
H -2.580 -0.918 4.552 0.003 -0.030 0.006
H 0.457 -1.276 4.478 -0.011 -0.004 0.015
H -0.584 -1.510 5.886 -0.013 0.016 0.011
H 0.557 0.774 5.844 -0.001 -0.028 -0.001
H -1.205 0.883 5.870 0.013 -0.009 0.021
H 0.212 2.159 3.977 0.011 -0.036 -0.002
F -8.965 -4.152 2.301 0.030 0.023 -0.004
C -8.763 -3.785 1.022 -0.036 -0.015 -0.017
F -9.801 -3.000 0.677 0.046 0.007 0.008
F -8.834 -4.892 0.272 0.032 0.005 -0.009
C -7.452 -3.062 0.858 -0.030 -0.003 0.020
C -7.253 -1.887 1.573 -0.024 -0.021 0.004
C -6.066 -1.194 1.441 -0.010 -0.016 0.009
C -5.062 -1.676 0.598 -0.044 0.069 0.004
C -5.271 -2.856 -0.112 0.034 -0.007 -0.030
C -6.465 -3.548 0.017 -0.041 -0.009 0.013
C -3.834 -0.948 0.448 0.049 -0.015 0.216
C -2.797 -0.328 0.334 -0.142 -0.134 -0.490
H -8.032 -1.514 2.225 -0.018 0.000 0.012
H -5.907 -0.274 1.987 0.002 0.030 0.010
H -4.498 -3.225 -0.773 0.008 -0.007 -0.002
H -6.627 -4.461 -0.537 -0.006 -0.018 -0.010
```
Positions in Å, forces in eV/Å.

Output
Total charge: +1
Strongest force on any atom (eV/Å): 0.53
HOMO level (eV): -10.72
DFT total energy (eV): -157611.423
LUMO (eV): -2.03
Frontier orbital gap (Ha): 0.3195
Relative energy (zero: lowest compared OMol25 entry of this formula, charge and spin) (kJ/mol): 0.0

***

# 2
Here is C39H53Cl2N4O7P2S2W as an isolated structure in a non-equilibrium geometry from OMol25. Energies are from the ωB97M-V functional and the def2-TZVPD basis.

Structure (XYZ):
```
110
Properties=species:S:1:pos:R:3:forces:R:3
W 0.331 -0.131 0.464 -1.374 0.344 0.168
C -2.657 2.750 5.303 -0.070 -0.007 -0.087
C -1.256 3.109 4.869 0.004 -0.029 -0.032
C -1.044 4.586 4.653 -0.032 0.059 -0.064
O -0.848 2.353 3.631 0.220 0.013 0.281
P -1.610 2.122 2.295 0.291 -0.218 -0.199
O -0.591 1.706 1.246 -0.027 -0.081 0.211
C -2.765 0.777 2.619 -0.048 0.150 0.248
P -3.133 -0.169 1.150 -0.079 0.090 -0.307
O -1.842 -0.308 0.398 0.494 -0.209 0.084
O -3.864 -1.470 1.516 0.024 -0.272 0.150
C -3.546 -2.675 2.340 -0.012 -0.029 -0.102
C -2.094 -2.726 2.759 0.030 0.082 0.067
C -4.517 -2.685 3.488 -0.060 0.049 0.111
O -4.139 0.647 0.306 -0.011 0.072 -0.067
C -5.604 0.735 0.620 0.061 -0.097 0.019
C -5.957 2.198 0.684 0.018 0.103 -0.036
C -6.333 -0.037 -0.446 -0.051 -0.025 -0.082
O -2.431 3.357 1.922 -0.314 0.284 -0.281
C -2.277 4.391 0.834 0.027 -0.049 0.174
C -1.010 5.175 1.065 0.095 -0.008 0.002
C -2.361 3.739 -0.519 0.123 -0.049 -0.079
H -2.871 3.268 6.239 0.022 -0.013 -0.007
H -2.773 1.682 5.486 0.017 0.019 -0.004
H -3.398 3.088 4.574 0.026 0.000 0.025
H -0.538 2.732 5.593 0.074 -0.053 -0.004
H -1.830 5.012 4.028 0.023 -0.025 0.038
H -0.073 4.787 4.201 -0.008 -0.020 0.038
H -1.076 5.087 5.622 -0.010 -0.003 -0.017
H -3.680 1.180 3.059 0.019 -0.040 0.049
H -2.297 0.113 3.350 -0.058 0.029 0.055
H -3.754 -3.498 1.660 -0.018 0.015 -0.104
H -1.888 -2.030 3.579 0.001 -0.025 -0.033
H -1.424 -2.538 1.919 -0.007 -0.017 -0.039
H -1.885 -3.729 3.131 -0.016 0.011 0.021
H -4.340 -1.838 4.157 -0.013 -0.045 -0.003
H -4.389 -3.605 4.061 -0.002 0.024 -0.008
H -5.547 -2.650 3.135 0.030 -0.006 -0.004
H -5.753 0.261 1.593 0.064 -0.003 0.021
H -5.880 2.659 -0.302 0.020 -0.008 0.026
H -5.310 2.735 1.381 -0.029 -0.020 -0.002
H -6.987 2.303 1.027 0.018 0.002 -0.020
H -6.150 0.405 -1.427 -0.017 -0.016 0.028
H -7.405 -0.003 -0.247 0.023 0.002 -0.018
H -6.022 -1.082 -0.462 -0.008 0.023 0.015
H -3.150 5.012 1.012 -0.061 0.005 0.037
H -0.134 4.523 0.998 -0.028 0.015 -0.021
H -1.009 5.679 2.030 -0.021 -0.014 -0.054
H -0.926 5.934 0.288 0.008 0.006 0.013
H -1.453 3.175 -0.741 -0.062 0.066 0.019
H -2.461 4.529 -1.264 -0.013 -0.038 -0.020
H -3.221 3.078 -0.601 -0.067 -0.015 0.020
Cl -0.297 0.817 -1.808 0.433 0.103 -0.004
C 0.171 -0.222 -3.240 -0.009 -0.048 -0.102
Cl 1.802 -0.817 -3.176 -0.109 0.086 0.085
H 0.055 0.458 -4.075 -0.056 -0.031 -0.061
H -0.540 -1.037 -3.244 -0.002 -0.068 0.032
N 1.014 -0.144 2.626 0.061 0.247 -0.081
C 1.828 1.050 2.406 0.055 -0.372 0.032
C 2.406 1.848 3.356 0.068 0.068 0.144
C 3.078 2.976 2.894 0.026 0.044 0.021
C 3.121 3.251 1.533 0.050 0.060 -0.004
C 2.503 2.385 0.652 0.075 -0.174 0.014
N 1.889 1.286 1.102 0.017 0.331 -0.190
H 0.333 0.031 3.364 -0.002 -0.025 0.002
H 1.600 -0.927 2.911 -0.069 -0.074 -0.012
H 2.335 1.610 4.409 0.021 0.022 -0.022
H 3.562 3.640 3.599 -0.006 -0.011 -0.018
H 3.629 4.127 1.153 -0.013 -0.025 0.043
H 2.503 2.549 -0.418 -0.034 0.013 0.009
C -5.611 -9.166 0.290 0.121 0.048 -0.061
C -4.787 -7.925 0.080 -0.168 -0.213 0.011
O -4.843 -6.941 0.761 0.103 0.074 -0.047
S -3.648 -8.108 -1.328 -0.059 0.046 0.141
C -2.765 -6.590 -1.185 0.130 0.096 -0.022
C -1.372 -6.611 -1.081 -0.055 -0.010 -0.008
C -0.664 -5.431 -0.943 -0.063 -0.023 0.038
C -1.352 -4.214 -0.894 -0.096 0.125 -0.043
C -2.748 -4.193 -1.035 0.002 -0.009 0.009
C -3.445 -5.371 -1.189 -0.044 -0.040 0.005
C -0.683 -2.988 -0.643 0.359 -0.159 -0.009
C -0.120 -1.950 -0.323 -0.029 -0.062 0.011
H -6.549 -8.905 0.773 0.006 0.039 -0.002
H -5.053 -9.835 0.948 -0.006 -0.001 -0.018
H -5.795 -9.686 -0.649 -0.001 -0.014 0.009
H -0.852 -7.560 -1.092 -0.003 0.016 0.004
H 0.414 -5.445 -0.845 -0.020 -0.010 -0.029
H -3.270 -3.243 -1.027 0.013 -0.021 -0.005
H -4.519 -5.359 -1.303 0.008 0.001 -0.009
S 5.937 -3.841 -0.021 -0.056 -0.089 0.156
C 4.586 -2.779 0.105 -0.029 0.014 0.003
C 4.496 -1.497 -0.452 0.079 -0.014 -0.023
C 3.341 -0.772 -0.300 0.017 -0.017 -0.005
N 2.261 -1.222 0.365 -0.185 -0.044 -0.131
C 2.345 -2.465 0.901 0.143 0.073 0.096
C 3.464 -3.242 0.818 -0.001 -0.044 0.003
C 7.116 -2.865 -0.912 0.062 0.017 -0.050
C 7.250 -3.036 -2.278 0.022 0.059 -0.040
C 8.211 -2.272 -2.932 0.139 0.121 -0.026
N 9.000 -1.393 -2.316 -0.250 -0.179 0.201
C 8.865 -1.263 -0.994 0.125 0.056 -0.181
C 7.944 -1.977 -0.240 -0.013 -0.022 -0.006
H 5.318 -1.066 -1.006 0.002 -0.025 -0.008
H 3.268 0.208 -0.747 -0.002 -0.015 0.004
H 1.463 -2.835 1.405 -0.025 -0.009 -0.003
H 3.467 -4.217 1.288 0.012 0.027 -0.041
H 6.636 -3.743 -2.822 0.029 0.013 0.006
H 8.353 -2.378 -4.001 0.005 0.009 -0.005
H 9.535 -0.561 -0.512 0.001 0.006 -0.008
H 7.890 -1.856 0.834 0.008 0.004 -0.034
```
Positions in Å, forces in eV/Å.

Output
Total charge: +3
Strongest force on any atom (eV/Å): 1.43
Spin multiplicity: 3
HOMO level (spin up / spin down) (eV): -14.26 / -14.42
DFT total energy (eV): -128696.553
LUMO (spin up / spin down) (eV): -7.73 / -8.61
Frontier orbital gap (spin up / spin down) (Ha): 0.2402 / 0.2134
Relative energy (zero: lowest compared OMol25 entry of this formula, charge and spin) (kJ/mol): 67.4